The following is a quantum chemistry calculation of the molecule C17H23NO, from OMol25.

Bonds (Å) are listed after each position.
Element x y z (Å)
1 C -3.2956 -2.5517 -0.5145  C2 1.542, H20 1.088, H21 1.089, H22 1.087
2 C -2.6527 -1.3907 0.2713  C1 1.542, O3 1.421, C4 1.464, C14 1.519
3 O -2.6130 -1.6976 1.6584  C2 1.421, H23 0.963
4 C -1.2930 -1.1708 -0.2240  C2 1.464, C5 1.199
5 C -0.1462 -1.0452 -0.5514  C4 1.199, C6 1.454
6 C 1.2331 -0.8361 -0.9600  C5 1.454, N7 1.453, H24 1.106, H25 1.095
7 N 2.1093 -0.8809 0.1976  C6 1.453, C8 1.446, C13 1.445
8 C 1.9104 0.2102 1.1257  N7 1.446, C9 1.538, H26 1.096, H27 1.093
9 C 2.5879 1.5469 0.7804  C8 1.538, C10 1.529, H28 1.091, H29 1.092
10 C 4.1027 1.5062 0.9838  C9 1.529, C11 1.533, H30 1.093, H31 1.093
11 C 4.8986 0.9726 -0.2129  C10 1.533, C12 1.532, H32 1.093, H33 1.093
12 C 4.2372 -0.1765 -0.9807  C11 1.532, C13 1.539, H34 1.092, H35 1.091
13 C 3.4876 -1.1949 -0.1028  N7 1.445, C12 1.539, H36 1.093, H37 1.096
14 C -3.4888 -0.1376 0.0741  C2 1.519, C15 1.389, C19 1.386
15 C -3.3670 0.6000 -1.0964  C14 1.389, C16 1.383, H38 1.081
16 C -4.1535 1.7193 -1.2985  C15 1.383, C17 1.385, H39 1.080
17 C -5.0668 2.1111 -0.3341  C16 1.385, C18 1.384, H40 1.080
18 C -5.1889 1.3785 0.8335  C17 1.384, C19 1.384, H41 1.080
19 C -4.4050 0.2565 1.0372  C14 1.386, C18 1.384, H42 1.078
20 H -4.2902 -2.7432 -0.1180  C1 1.088
21 H -2.6913 -3.4524 -0.4151  C1 1.089
22 H -3.3742 -2.2942 -1.5673  C1 1.087
23 H -1.9785 -2.4100 1.7907  O3 0.963
24 H 1.2798 0.1180 -1.5173  C6 1.106
25 H 1.5247 -1.6421 -1.6418  C6 1.095
26 H 2.2770 -0.1217 2.1040  C8 1.096
27 H 0.8311 0.3628 1.2115  C8 1.093
28 H 2.3499 1.8399 -0.2434  C9 1.091
29 H 2.1628 2.3054 1.4414  C9 1.092
30 H 4.3134 0.8952 1.8647  C10 1.093
31 H 4.4651 2.5134 1.2037  C10 1.093
32 H 5.8749 0.6442 0.1515  C11 1.093
33 H 5.0778 1.7888 -0.9177  C11 1.093
34 H 5.0132 -0.7007 -1.5429  C12 1.092
35 H 3.5377 0.2274 -1.7147  C12 1.091
36 H 4.0110 -1.3219 0.8479  C13 1.093
37 H 3.4884 -2.1658 -0.6109  C13 1.096
38 H -2.6484 0.2983 -1.8454  C15 1.081
39 H -4.0521 2.2888 -2.2111  C16 1.080
40 H -5.6796 2.9866 -0.4928  C17 1.080
41 H -5.8987 1.6806 1.5899  C18 1.080
42 H -4.4900 -0.3168 1.9467  C19 1.078

relative energy (zero: lowest compared OMol25 entry of this formula, charge and spin)	256.7	kJ/mol
SMILES string	C[C@@](O)(C#CCN1CCCCCC1)c1ccccc1
calculated total energy	-791.50325	hartree
multiplicity	1

The following is a quantum chemistry calculation of a cluster of 3 separate species, C38H61Cl2F9N4O3P in total at a distorted geometry, from OMol25.

Bonds (Å) are listed after each position.
Element x y z (Å)
1 C -5.9705 -0.2018 2.1143  C2 1.639, H36 1.174, H37 1.194, H38 1.170
2 C -4.6494 -0.0595 3.0741  C1 1.639, N3 1.512, H39 1.194, H40 1.170
3 N -3.9625 1.2863 3.0313  C2 1.512, C4 1.512, H41 1.046
4 C -2.7012 1.2841 2.1978  N3 1.512, C5 1.639, C32 1.669
5 C -1.4806 0.2617 2.5871  C4 1.639, C6 1.672, H42 1.177
6 C -0.0702 0.2620 1.6895  C5 1.672, C7 1.665, N11 1.541
7 C 1.0785 -0.8173 2.2247  C6 1.665, C8 1.673, H43 1.176, H44 1.170
8 C 1.9994 0.0535 3.3160  C7 1.673, O9 1.345, Cl10 1.862
9 O 1.6223 1.2575 3.7817  C8 1.345
10 Cl 3.6182 -0.7162 3.8204  C8 1.862
11 N 0.1449 1.1924 0.4804  C6 1.541, C12 1.540, C16 1.544
12 C 1.4646 1.1107 -0.3095  N11 1.540, C13 1.671, H45 1.170, H46 1.171
13 C 1.1396 0.0489 -1.5583  C12 1.671, C14 1.645, Cl15 1.855, H47 1.194
14 C 1.8981 -1.4010 -1.3883  C13 1.645, H48 1.174, H49 1.193, H50 1.191
15 Cl 1.5988 0.7096 -3.2296  C13 1.855
16 C -0.9685 2.1799 0.0704  N11 1.544, C17 1.668, C32 1.673
17 C -0.7649 3.2286 -1.2108  C16 1.668, C18 1.638, H51 1.193, H52 1.169
18 C 0.0411 4.5213 -0.6092  C17 1.638, C19 1.639, H53 1.194, H54 1.171
19 C -0.3975 5.9728 -1.2303  C18 1.639, F20 1.494, F21 1.511, C22 1.645
20 F -1.8020 6.0312 -1.7362  C19 1.494
21 F -0.3569 6.9445 -0.0738  C19 1.511
22 C 0.5588 6.5214 -2.4507  C19 1.645, F23 1.485, F24 1.511, C25 1.647
23 F 1.9091 5.9053 -2.5038  C22 1.485
24 F -0.1294 6.0979 -3.7275  C22 1.511
25 C 0.6767 8.1622 -2.5395  C22 1.647, F26 1.512, F27 1.511, C28 1.639
26 F -0.6372 8.8640 -2.2819  C25 1.512
27 F 0.9815 8.4660 -3.9879  C25 1.511
28 C 1.9126 8.8088 -1.6781  C25 1.639, F29 1.507, F30 1.481, F31 1.506
29 F 1.4214 10.1243 -1.1300  C28 1.507
30 F 2.3466 8.0156 -0.5054  C28 1.481
31 F 3.1311 9.0666 -2.5240  C28 1.506
32 C -2.4154 2.2959 0.9016  C4 1.669, C16 1.673, P33 1.909
33 P -3.7083 3.5887 0.3519  C32 1.909, C34 1.909, C35 1.908
34 C -3.3315 5.3448 0.9977  P33 1.909, H55 1.178, H56 1.178, H57 1.170
35 C -5.4943 3.1128 0.8248  P33 1.908, H58 1.193, H59 1.170, H60 1.185
36 H -6.9297 0.3528 2.5014  C1 1.174
37 H -6.2525 -1.3616 2.1092  C1 1.194
38 H -5.6627 0.0553 1.0152  C1 1.170
39 H -5.0365 -0.1999 4.1944  C2 1.194
40 H -3.9618 -0.9807 2.8571  C2 1.170
41 H -3.7029 1.5320 4.0138  N3 1.046
42 H -1.6540 -0.4578 3.5027  C5 1.177
43 H 0.5561 -1.7136 2.7789  C7 1.176
44 H 1.8266 -1.1538 1.3900  C7 1.170
45 H 1.7606 2.1193 -0.8237  C12 1.170
46 H 2.3766 0.7794 0.3470  C12 1.171
47 H -0.0358 -0.1586 -1.5777  C13 1.194
48 H 2.1216 -1.9070 -2.4235  C14 1.174
49 H 1.2252 -2.1207 -0.7159  C14 1.193
50 H 2.8837 -1.2078 -0.7474  C14 1.191
51 H -0.0494 2.7194 -2.0181  C17 1.193
52 H -1.7593 3.4726 -1.7746  C17 1.169
53 H -0.2238 4.5654 0.5541  C18 1.194
54 H 1.1848 4.2774 -0.6658  C18 1.171
55 H -2.1598 5.4692 1.0080  C34 1.178
56 H -3.8489 6.1198 0.2778  C34 1.178
57 H -3.6887 5.4240 2.1090  C34 1.170
58 H -6.2259 3.9784 0.4512  C35 1.193
59 H -5.8925 2.1191 0.3526  C35 1.170
60 H -5.5621 3.1466 2.0073  C35 1.185
61 C -4.5947 -3.8877 7.0344  C62 1.560, H72 1.090, H73 1.097, H74 1.094
62 C -3.6143 -4.1795 5.8569  C61 1.560, C63 1.560, N67 1.501, C71 1.569
63 C -2.9444 -5.5801 6.0067  C62 1.560, C64 1.522, H75 1.098, H76 1.098
64 C -1.7599 -5.6393 6.9602  C63 1.522, C65 1.524, H77 1.094, H78 1.097
65 C -0.7653 -4.5240 6.6587  C64 1.524, C66 1.549, H79 1.098, H80 1.096
66 C -1.4353 -3.1274 6.6787  C65 1.549, N67 1.506, C69 1.554, C70 1.562
67 N -2.6284 -3.0509 5.7637  C62 1.501, C66 1.506, O68 1.406
68 O -2.1473 -3.0086 4.4427  N67 1.406
69 C -1.8323 -2.7921 8.1430  C66 1.554, H81 1.095, H82 1.097, H83 1.093
70 C -0.3602 -2.0456 6.3402  C66 1.562, H84 1.096, H85 1.097, H86 1.097
71 C -4.5636 -4.2945 4.6125  C62 1.569, H87 1.096, H88 1.097, H89 1.095
72 H -4.2850 -3.0556 7.6670  C61 1.090
73 H -5.5856 -3.5849 6.6733  C61 1.097
74 H -4.7360 -4.7638 7.6744  C61 1.094
75 H -2.5876 -5.9174 5.0240  C63 1.098
76 H -3.6890 -6.3220 6.3224  C63 1.098
77 H -2.1041 -5.5884 7.9976  C64 1.094
78 H -1.2577 -6.6088 6.8543  C64 1.097
79 H 0.0523 -4.5662 7.3903  C65 1.098
80 H -0.3043 -4.7124 5.6829  C65 1.096
81 H -2.3383 -1.8234 8.2036  C69 1.095
82 H -0.9437 -2.7349 8.7843  C69 1.097
83 H -2.4757 -3.5456 8.6042  C69 1.093
84 H 0.1282 -2.2189 5.3747  C70 1.096
85 H 0.4398 -2.0374 7.0904  C70 1.097
86 H -0.8037 -1.0425 6.3256  C70 1.097
87 H -5.0404 -3.3346 4.3833  C71 1.096
88 H -5.3637 -5.0216 4.8013  C71 1.097
89 H -4.0416 -4.6381 3.7135  C71 1.095
90 C 6.4233 -2.4126 -7.9331  C91 1.560, H101 1.090, H102 1.097, H103 1.094
91 C 5.2511 -2.7845 -6.9735  C90 1.560, C92 1.560, N96 1.501, C100 1.569
92 C 3.9806 -3.2187 -7.7673  C91 1.560, C93 1.522, H104 1.098, H105 1.098
93 C 3.1281 -2.0807 -8.3095  C92 1.522, C94 1.524, H106 1.094, H107 1.097
94 C 2.8375 -1.0548 -7.2199  C93 1.524, C95 1.549, H108 1.098, H109 1.096
95 C 4.1352 -0.5227 -6.5623  C94 1.549, N96 1.506, C98 1.554, C99 1.562
96 N 5.0105 -1.6316 -6.0422  C91 1.501, C95 1.506, O97 1.406
97 O 4.4054 -2.1387 -4.8782  N96 1.406
98 C 4.8943 0.3466 -7.6027  C95 1.554, H110 1.095, H111 1.097, H112 1.093
99 C 3.7534 0.5021 -5.4465  C95 1.562, H113 1.096, H114 1.097, H115 1.097
100 C 5.7660 -4.0812 -6.2551  C91 1.569, H116 1.096, H117 1.097, H118 1.095
101 H 6.7136 -1.3629 -7.8846  C90 1.090
102 H 7.3451 -2.9494 -7.6763  C90 1.097
103 H 6.1886 -2.6501 -8.9750  C90 1.094
104 H 3.3367 -3.8251 -7.1158  C92 1.098
105 H 4.2629 -3.8759 -8.5999  C92 1.098
106 H 3.6198 -1.6131 -9.1678  C93 1.094
107 H 2.1806 -2.4855 -8.6859  C93 1.097
108 H 2.2610 -0.2267 -7.6528  C94 1.098
109 H 2.1866 -1.5111 -6.4659  C94 1.096
110 H 5.8368 0.7221 -7.1918  C98 1.095
111 H 4.2957 1.2195 -7.8921  C98 1.097
112 H 5.1113 -0.1795 -8.5357  C98 1.093
113 H 3.0896 0.0754 -4.6863  C99 1.096
114 H 3.2214 1.3633 -5.8684  C99 1.097
115 H 4.6491 0.8867 -4.9436  C99 1.097
116 H 6.6297 -3.8676 -5.6150  C100 1.096
117 H 6.0804 -4.8328 -6.9904  C100 1.097
118 H 4.9957 -4.5568 -5.6392  C100 1.095

relative energy (zero: lowest compared OMol25 entry of this formula, charge and spin)	1534.4	kJ/mol
net charge	+1
⟨S²⟩	2.010
calculated total energy	-4088.78794	hartree
multiplicity	3